No. 1
{
  "formula": "C15H32GeIrNO6P3",
  "method": "ωB97M-V with the def2-TZVPD basis set",
  "species": ["Ir", "N", "C", "C", "P", "O", "O", "O", "P", "O", "O", "O", "H", "H", "H", "H", "H", "H", "H", "H", "C", "H", "H", "H", "C", "Ge", "C", "C", "C", "H", "H", "H", "H", "H", "H", "H", "H", "H", "H", "C", "P", "C", "C", "C", "C", "C", "C", "C", "H", "H", "H", "H", "H", "H", "H", "H", "H", "H", "H"],
  "coordinates": [[0.346, -0.049, -0.342], [-0.954, -3.838, 2.690], [-1.207, -2.604, 1.839], [-2.685, -2.424, 1.558], [-0.338, -1.219, 2.709], [-1.356, -0.828, 3.892], [0.852, -1.932, 3.272], [-0.190, -0.017, 1.815], [-0.267, -3.004, 0.274], [1.207, -2.375, 0.527], [-0.273, -4.495, 0.238], [-0.805, -2.200, -0.867], [-1.742, -4.070, 3.289], [-0.119, -3.609, 3.258], [-0.732, -4.589, 1.997], [-3.242, -2.275, 2.486], [-3.092, -3.285, 1.023], [-2.824, -1.550, 0.927], [-1.662, 0.081, 3.788], [1.505, -2.375, 1.461], [2.167, 0.642, 0.169], [2.443, 1.597, -0.280], [2.902, -0.128, -0.089], [2.132, 0.763, 1.255], [-2.740, 2.655, -2.977], [-2.338, 1.894, -1.222], [-3.031, 3.104, 0.156], [-3.331, 0.201, -1.093], [-0.448, 1.617, -0.893], [-3.798, 2.923, -3.013], [-2.548, 1.916, -3.751], [-2.149, 3.547, -3.190], [-4.107, 3.246, 0.035], [-2.545, 4.080, 0.125], [-2.846, 2.661, 1.136], [-4.008, 0.088, -1.942], [-3.927, 0.175, -0.178], [-2.649, -0.649, -1.095], [0.174, 2.518, -0.857], [1.896, -1.900, -2.626], [0.997, -0.337, -2.420], [2.225, 0.887, -2.955], [-0.191, -0.377, -3.792], [-1.200, -1.345, -3.789], [-2.101, -1.413, -4.841], [-2.009, -0.521, -5.901], [-1.020, 0.450, -5.902], [-0.120, 0.529, -4.847], [1.262, -2.730, -2.322], [2.779, -1.888, -1.986], [2.193, -2.021, -3.668], [2.650, 0.633, -3.926], [3.014, 0.913, -2.209], [1.761, 1.873, -2.994], [-1.278, -2.030, -2.956], [-2.878, -2.167, -4.834], [-2.707, -0.582, -6.726], [-0.952, 1.156, -6.719], [0.642, 1.296, -4.862]],
  "lumo_ev": [0.32, 0.30],
  "e_above_lowest_kcal_mol": 0.0,
  "e_homo_ev": [-6.41, -7.80],
  "multiplicity": 2
}

No. 2
{
  "formula": "C15H32N4O2P2Pr",
  "method": "ωB97M-V with the def2-TZVPD basis set",
  "species": ["Pr", "P", "P", "N", "N", "H", "H", "H", "C", "H", "C", "H", "H", "C", "C", "C", "C", "H", "H", "H", "H", "H", "H", "H", "C", "C", "C", "O", "H", "H", "H", "H", "H", "H", "H", "C", "N", "C", "C", "C", "N", "C", "C", "O", "H", "H", "H", "H", "H", "H", "H", "H", "H", "H", "H", "H"],
  "coordinates": [[-0.009, -0.061, 0.035], [2.246, 0.320, 0.621], [-0.005, -1.088, -2.094], [-0.430, 1.134, 1.660], [-2.017, 0.113, -0.254], [-2.119, 1.641, 2.742], [-3.649, 0.414, 0.974], [-1.880, -0.120, 2.551], [-1.797, 0.860, 2.049], [-2.826, 1.904, 0.451], [-2.671, 0.862, 0.776], [0.311, 1.800, 3.441], [-3.586, -0.344, -1.438], [0.593, 1.358, 2.502], [-2.520, -0.419, -1.355], [1.916, 1.113, 2.176], [-1.752, -1.031, -2.347], [2.727, 1.430, 2.833], [-2.218, -1.503, -3.208], [0.713, -0.517, -3.108], [0.489, -2.370, -2.085], [2.976, 1.135, -0.210], [3.048, -0.768, 0.784], [-1.710, 2.086, -1.697], [-0.769, 2.650, -1.716], [-0.123, 2.530, -3.077], [-0.994, 4.077, -1.257], [0.147, 2.049, -0.770], [-0.755, 3.036, -3.825], [0.873, 3.005, -3.083], [-0.017, 1.481, -3.385], [-1.437, 4.115, -0.251], [-0.043, 4.639, -1.241], [-1.684, 4.587, -1.949], [-0.194, 2.184, 0.195], [2.151, -3.168, -0.286], [1.291, -3.808, 0.692], [1.562, -5.236, 0.896], [1.582, -5.486, 2.384], [0.195, -5.164, 2.927], [-0.300, -3.877, 2.427], [-1.446, -3.324, 3.172], [0.284, -3.221, 1.408], [-0.113, -2.018, 1.163], [3.200, -3.199, 0.054], [1.875, -2.115, -0.419], [2.078, -3.678, -1.257], [0.745, -5.829, 0.449], [2.507, -5.539, 0.430], [2.346, -4.829, 2.839], [1.841, -6.536, 2.610], [0.281, -5.153, 4.024], [-0.534, -5.949, 2.641], [-2.293, -4.034, 3.132], [-1.162, -3.170, 4.230], [-1.793, -2.365, 2.768]],
  "lumo_ev": [-6.42, -9.34],
  "total_charge": 2,
  "e_homo_ev": [-14.34, -14.43],
  "multiplicity": 4
}

No. 3
{
  "formula": "C15H33Cl2DyN7S",
  "method": "ωB97M-V with the def2-TZVPD basis set",
  "species": ["Dy", "C", "C", "N", "C", "C", "N", "C", "C", "C", "N", "C", "C", "N", "C", "H", "H", "H", "H", "H", "H", "H", "H", "H", "H", "H", "H", "H", "H", "H", "H", "H", "H", "H", "H", "H", "H", "H", "H", "Cl", "C", "Cl", "H", "H", "C", "C", "C", "N", "N", "C", "N", "S", "H", "H", "H", "H", "H", "H", "H"],
  "coordinates": [[-0.037, 0.538, -0.113], [-2.445, 0.805, 2.554], [-1.701, -0.488, 2.876], [-0.666, -0.883, 1.859], [-0.917, -2.264, 1.356], [0.046, -2.648, 0.243], [-0.116, -1.782, -0.957], [-1.384, -2.105, -1.667], [-1.482, -1.510, -3.077], [-0.723, -0.217, -3.360], [-0.942, 0.915, -2.409], [-2.337, 1.445, -2.398], [-3.130, 0.953, -1.196], [-2.412, 1.240, 0.077], [-3.225, 0.764, 1.239], [-1.763, 1.659, 2.560], [-3.147, 0.974, 3.371], [-2.432, -1.293, 2.956], [-1.232, -0.392, 3.856], [0.214, -0.946, 2.366], [-1.948, -2.318, 1.007], [-0.815, -2.996, 2.161], [-0.120, -3.698, -0.008], [1.075, -2.556, 0.598], [0.639, -2.040, -1.590], [-2.207, -1.751, -1.046], [-1.500, -3.188, -1.748], [-2.539, -1.391, -3.318], [-1.096, -2.234, -3.797], [-0.993, 0.100, -4.370], [0.353, -0.409, -3.364], [-0.382, 1.657, -2.823], [-2.867, 1.168, -3.311], [-2.292, 2.536, -2.372], [-3.294, -0.121, -1.258], [-4.114, 1.427, -1.201], [-2.408, 2.257, 0.161], [-3.547, -0.259, 1.030], [-4.126, 1.372, 1.321], [0.386, 3.284, -0.887], [0.781, 3.895, 0.731], [0.794, 2.483, 1.806], [0.018, 4.594, 1.053], [1.763, 4.354, 0.715], [4.888, -0.410, 2.957], [3.536, -0.788, 2.346], [3.348, -0.275, 0.957], [2.203, 0.007, 0.424], [2.271, 0.443, -0.893], [3.510, 0.486, -1.331], [3.889, 0.873, -2.545], [4.672, -0.010, -0.124], [4.966, -0.815, 3.964], [5.013, 0.671, 3.020], [5.712, -0.828, 2.376], [2.717, -0.420, 2.968], [3.458, -1.880, 2.313], [3.228, 1.159, -3.249], [4.861, 0.858, -2.812]],
  "lumo_ev": [-8.59, -8.63],
  "total_charge": 3,
  "e_homo_ev": [-18.17, -18.18],
  "multiplicity": 6
}

No. 4
{
  "formula": "C15H34Cl3N4O7P2Si",
  "method": "ωB97M-V with the def2-TZVPD basis set",
  "species": ["C", "C", "O", "P", "O", "C", "C", "C", "N", "Cl", "C", "N", "Si", "C", "C", "C", "N", "C", "Cl", "C", "C", "Cl", "P", "N", "O", "O", "C", "C", "H", "H", "H", "H", "H", "H", "H", "H", "H", "H", "H", "H", "H", "H", "H", "H", "H", "H", "H", "H", "H", "H", "H", "H", "H", "H", "H", "H", "H", "H", "H", "H", "H", "H", "C", "O", "O", "O"],
  "coordinates": [[1.628, 2.200, 3.377], [3.137, 2.078, 3.276], [3.700, 2.582, 2.069], [3.416, 1.887, 0.649], [4.584, 2.009, -0.221], [1.895, 2.583, 0.022], [1.302, 1.857, -1.177], [0.649, 0.507, -0.915], [-0.788, 0.578, -0.634], [-1.364, 1.927, 0.187], [-1.678, -0.370, -1.039], [-1.150, -1.476, -1.689], [-0.477, -2.794, -0.669], [-1.573, -4.315, -0.604], [1.148, -3.323, -1.461], [-0.107, -2.229, 1.081], [-3.045, -0.150, -0.873], [-3.706, -0.961, 0.107], [-4.289, 0.058, 1.514], [-4.909, -1.820, -0.318], [-6.295, -1.169, -0.384], [-4.515, -2.700, -1.824], [-3.979, 0.544, -2.166], [-2.848, 0.288, -3.419], [-3.875, 2.160, -1.895], [3.105, 0.327, 0.975], [4.262, -0.442, 1.332], [3.838, -1.574, 2.243], [1.116, 1.421, 2.815], [1.317, 2.169, 4.419], [1.310, 3.158, 2.970], [3.582, 2.670, 4.072], [3.436, 1.045, 3.453], [2.140, 3.591, -0.332], [1.202, 2.722, 0.847], [0.560, 2.522, -1.617], [2.084, 1.742, -1.923], [0.754, -0.116, -1.799], [1.143, -0.026, -0.110], [-1.880, -1.858, -2.287], [-2.306, -4.289, 0.199], [-0.929, -5.179, -0.445], [-2.092, -4.476, -1.548], [1.115, -4.375, -1.741], [1.310, -2.770, -2.385], [2.001, -3.156, -0.808], [-0.024, -3.132, 1.687], [-0.835, -1.550, 1.519], [0.874, -1.763, 1.097], [-2.972, -1.609, 0.573], [-4.971, -2.592, 0.443], [-6.818, -1.357, 0.548], [-6.251, -0.106, -0.580], [-6.860, -1.658, -1.171], [-3.178, 0.816, -4.220], [-1.903, 0.602, -3.205], [-2.993, 2.505, -2.076], [4.993, 0.183, 1.840], [4.726, -0.840, 0.434], [3.273, -1.201, 3.095], [4.705, -2.119, 2.608], [3.193, -2.275, 1.715], [2.781, 5.759, -1.424], [2.245, 4.880, -2.171], [3.301, 6.827, -1.892], [2.787, 5.575, -0.144]],
  "lumo_ev": 0.67,
  "total_charge": -1,
  "e_homo_ev": -1.29
}

Copy entry 4 word for word.
{
  "formula": "C15H34Cl3N4O7P2Si",
  "method": "ωB97M-V with the def2-TZVPD basis set",
  "species": ["C", "C", "O", "P", "O", "C", "C", "C", "N", "Cl", "C", "N", "Si", "C", "C", "C", "N", "C", "Cl", "C", "C", "Cl", "P", "N", "O", "O", "C", "C", "H", "H", "H", "H", "H", "H", "H", "H", "H", "H", "H", "H", "H", "H", "H", "H", "H", "H", "H", "H", "H", "H", "H", "H", "H", "H", "H", "H", "H", "H", "H", "H", "H", "H", "C", "O", "O", "O"],
  "coordinates": [[1.628, 2.200, 3.377], [3.137, 2.078, 3.276], [3.700, 2.582, 2.069], [3.416, 1.887, 0.649], [4.584, 2.009, -0.221], [1.895, 2.583, 0.022], [1.302, 1.857, -1.177], [0.649, 0.507, -0.915], [-0.788, 0.578, -0.634], [-1.364, 1.927, 0.187], [-1.678, -0.370, -1.039], [-1.150, -1.476, -1.689], [-0.477, -2.794, -0.669], [-1.573, -4.315, -0.604], [1.148, -3.323, -1.461], [-0.107, -2.229, 1.081], [-3.045, -0.150, -0.873], [-3.706, -0.961, 0.107], [-4.289, 0.058, 1.514], [-4.909, -1.820, -0.318], [-6.295, -1.169, -0.384], [-4.515, -2.700, -1.824], [-3.979, 0.544, -2.166], [-2.848, 0.288, -3.419], [-3.875, 2.160, -1.895], [3.105, 0.327, 0.975], [4.262, -0.442, 1.332], [3.838, -1.574, 2.243], [1.116, 1.421, 2.815], [1.317, 2.169, 4.419], [1.310, 3.158, 2.970], [3.582, 2.670, 4.072], [3.436, 1.045, 3.453], [2.140, 3.591, -0.332], [1.202, 2.722, 0.847], [0.560, 2.522, -1.617], [2.084, 1.742, -1.923], [0.754, -0.116, -1.799], [1.143, -0.026, -0.110], [-1.880, -1.858, -2.287], [-2.306, -4.289, 0.199], [-0.929, -5.179, -0.445], [-2.092, -4.476, -1.548], [1.115, -4.375, -1.741], [1.310, -2.770, -2.385], [2.001, -3.156, -0.808], [-0.024, -3.132, 1.687], [-0.835, -1.550, 1.519], [0.874, -1.763, 1.097], [-2.972, -1.609, 0.573], [-4.971, -2.592, 0.443], [-6.818, -1.357, 0.548], [-6.251, -0.106, -0.580], [-6.860, -1.658, -1.171], [-3.178, 0.816, -4.220], [-1.903, 0.602, -3.205], [-2.993, 2.505, -2.076], [4.993, 0.183, 1.840], [4.726, -0.840, 0.434], [3.273, -1.201, 3.095], [4.705, -2.119, 2.608], [3.193, -2.275, 1.715], [2.781, 5.759, -1.424], [2.245, 4.880, -2.171], [3.301, 6.827, -1.892], [2.787, 5.575, -0.144]],
  "lumo_ev": 0.67,
  "total_charge": -1,
  "e_homo_ev": -1.29
}

> Which formula does entry 3 have?

C15H33Cl2DyN7S